Below is a 10-piece molecular cluster, C38H94N2O18 overall at a distorted geometry, with properties calculated with ωB97M-V with the def2-TZVPD basis set.

Computed properties:
Charge   0
Energy above the lowest of the compared OMol25 structures with the same formula, charge and spin   2.395 eV
2S+1   1
HOMO energy   -9.086 eV
Kohn-Sham gap   9.4881 eV
Structure (SMILES)   CNC(C)=O.CNC(C)=O.COCCOC.COCCOC.COCCOC.COCCOC.COCCOC.COCCOC.COCCOC.COCCOC

```
152
Properties=species:S:1:pos:R:3:mulliken_charge:R:1
C 1.2848 3.0619 1.0051 -0.9971
N 2.2342 1.9821 0.7485 0.5342
C 3.3827 1.9037 1.3422 1.0236
C 4.1392 0.5917 1.3570 -1.2285
O 3.8528 2.8602 1.9626 -0.7007
H 0.5508 3.0081 0.2010 0.2586
H 1.7804 4.0146 1.1920 0.4651
H 0.6231 3.0837 1.8710 0.1643
H 1.9176 1.2968 0.0775 -0.0925
H 4.0978 0.0730 0.3993 0.3612
H 3.7065 -0.1548 2.0230 0.1513
H 5.1892 0.7663 1.5916 0.4256
C -2.7094 3.9169 -6.1679 -1.0560
N -1.5898 3.5893 -5.3053 0.2667
C -1.1143 2.3887 -5.1699 0.6965
C 0.1709 2.3180 -4.2990 -0.7800
O -1.5762 1.3446 -5.6747 -0.7408
H -3.6168 4.1033 -5.5934 0.3505
H -3.0284 3.1043 -6.8207 0.3545
H -2.4881 4.8488 -6.6881 0.3054
H -1.1676 4.3435 -4.7828 0.0602
H -0.1199 2.4112 -3.2527 0.0085
H 0.9164 3.0864 -4.5034 0.4098
H 0.5825 1.3260 -4.4848 0.2930
C 0.3024 6.9109 -4.7847 -0.9750
O -0.8320 6.2261 -4.3383 -0.3658
C -1.0137 6.6065 -3.0024 -0.6337
C -2.1682 5.8441 -2.4562 -0.5714
O -1.7540 4.5698 -1.9808 -0.2212
C -2.7403 3.5894 -1.7319 0.2087
H 0.0949 7.9427 -5.0683 0.2743
H 0.6698 6.3340 -5.6334 0.3308
H 1.1233 6.7419 -4.0878 0.4231
H -1.2274 7.6713 -2.9098 0.4000
H -0.0888 6.3484 -2.4867 0.3546
H -2.9053 5.6260 -3.2290 0.2944
H -2.6730 6.3948 -1.6625 0.4511
H -2.2006 2.6947 -1.4217 -0.6512
H -3.2036 3.3468 -2.6883 0.1542
H -3.5142 3.8822 -1.0223 0.4719
C -1.4531 -2.5764 -4.1226 -0.5927
O -2.0889 -3.0797 -3.0175 -0.2113
C -1.2307 -4.0449 -2.3556 -0.2928
C -1.9138 -4.8369 -1.2395 -0.8810
O -2.4540 -3.9679 -0.2405 0.1979
C -3.4054 -4.5635 0.5888 -1.1318
H -0.4473 -2.2134 -3.9112 0.2036
H -2.0797 -1.7847 -4.5332 0.0705
H -1.2333 -3.3158 -4.8927 0.3997
H -0.4473 -3.4412 -1.8974 0.0469
H -0.9199 -4.8130 -3.0638 0.4444
H -1.2441 -5.4745 -0.6623 0.4282
H -2.5858 -5.5583 -1.7044 0.4503
H -3.1848 -5.5877 0.8897 0.3649
H -4.3266 -4.6141 0.0084 0.3038
H -3.6079 -3.8937 1.4245 0.3272
C 1.7454 -0.5519 -1.8662 -0.6503
O 0.8104 0.3710 -1.2827 -0.6360
C -0.5000 -0.1151 -1.0375 1.2740
C -0.7234 -0.9930 0.1554 -0.6073
O -0.0388 -0.4012 1.2794 -0.1832
C -0.9457 0.3123 2.0874 -0.4713
H 1.5576 -0.8103 -2.9083 0.0832
H 1.7535 -1.4779 -1.2913 0.3632
H 2.7366 -0.0985 -1.8769 0.2441
H -0.9561 -0.5234 -1.9394 0.1198
H -1.0223 0.8049 -0.7749 -0.8086
H -0.2878 -1.9853 0.0382 0.1170
H -1.7728 -1.1910 0.3736 -0.0341
H -1.8763 -0.2304 2.2532 0.3442
H -1.2159 1.2249 1.5563 0.1622
H -0.5394 0.3987 3.0952 0.0372
C 0.7917 -1.9102 5.5052 -0.5558
O 0.1021 -0.8253 6.0916 -0.1275
C 0.1702 -0.6871 7.4664 -0.9143
C -0.6023 0.5942 7.8955 -0.1724
O -2.0389 0.3452 8.0015 -0.3482
C -2.6694 1.4639 8.5016 -0.7470
H 0.7479 -1.8299 4.4191 -0.0346
H 0.4599 -2.9314 5.6927 0.3375
H 1.8596 -1.8580 5.7173 0.3763
H 1.2158 -0.5843 7.7569 0.3929
H -0.2041 -1.5623 7.9975 0.4731
H -0.2601 1.3562 7.1952 0.0636
H -0.2227 0.7600 8.9037 0.4596
H -2.7191 2.3451 7.8619 0.2755
H -2.2158 1.8044 9.4324 0.3157
H -3.7060 1.2134 8.7269 0.2765
C 4.0494 -0.1832 -5.2574 -0.7682
O 5.3719 -0.0491 -5.7604 -0.3479
C 6.2729 -0.8477 -5.0555 -0.4632
C 7.6906 -0.7198 -5.6083 -0.5971
O 8.0434 0.6597 -5.7869 -0.2972
C 9.1673 1.0049 -6.5944 -0.7327
H 3.2529 0.1082 -5.9420 0.3446
H 3.9658 0.3345 -4.3018 0.2660
H 3.8163 -1.2359 -5.0975 0.3656
H 5.9334 -1.8810 -5.1269 0.4076
H 6.2812 -0.6343 -3.9867 0.3107
H 7.6534 -1.3146 -6.5210 0.3115
H 8.3830 -1.2355 -4.9429 0.3625
H 10.0888 0.5860 -6.1899 0.2927
H 9.3399 2.0803 -6.5532 0.2359
H 8.9778 0.6650 -7.6126 0.3129
C 5.1048 2.2104 5.0572 -0.4922
O 4.2383 1.4958 5.9538 -0.4420
C 2.9685 1.2626 5.4313 0.2190
C 2.1343 2.4919 4.9981 -0.0196
O 1.7513 3.3388 6.1132 -0.4435
C 0.6405 4.1839 5.8556 -0.7402
H 5.1844 1.6179 4.1458 0.1558
H 6.0403 2.2892 5.6112 0.2892
H 4.7725 3.2274 4.8490 0.2616
H 2.2872 0.7218 6.0882 -0.2040
H 3.0333 0.6090 4.5614 0.0260
H 1.3219 1.9986 4.4645 0.0956
H 2.6970 3.0725 4.2671 0.4427
H 0.6993 4.8381 4.9858 0.2935
H 0.4107 4.7786 6.7397 0.2752
H -0.2104 3.5443 5.6210 0.2435
C -6.1632 -0.9844 -5.1796 -0.6716
O -5.9248 0.2799 -4.5634 -0.4449
C -4.6036 0.3866 -4.0498 -0.2188
C -4.2715 -0.5323 -2.7973 0.4975
O -5.1134 -0.1579 -1.7084 -0.4908
C -4.8207 -0.9537 -0.5034 -0.4259
H -5.3711 -1.1698 -5.9050 0.2894
H -7.0637 -0.8491 -5.7787 0.3087
H -6.2101 -1.8183 -4.4792 0.2358
H -4.5113 1.4217 -3.7208 0.0058
H -3.9246 0.1347 -4.8644 0.3396
H -3.2348 -0.3544 -2.5114 -0.3390
H -4.4751 -1.5535 -3.1194 0.3267
H -3.8849 -0.7145 0.0018 -0.0216
H -4.6755 -2.0201 -0.6761 0.2399
H -5.5871 -0.7825 0.2526 0.4049
C -2.8452 -8.6237 5.7931 -0.7765
O -1.9093 -7.5604 5.4843 -0.3206
C -1.3733 -7.7357 4.1438 -0.6315
C -0.5440 -6.5502 3.5869 -0.4441
O -1.4250 -5.4239 3.5044 -0.3607
C -0.8100 -4.2125 2.9870 -0.5287
H -2.5724 -9.6599 5.5930 0.3021
H -3.7820 -8.3739 5.2950 0.3148
H -3.1463 -8.5869 6.8400 0.2714
H -2.0573 -7.9461 3.3216 0.3450
H -0.7365 -8.6201 4.1581 0.4257
H -0.1090 -6.7325 2.6043 0.3305
H 0.2686 -6.2928 4.2663 0.3701
H -1.3760 -3.4306 3.4935 0.2542
H -1.0147 -4.0745 1.9254 -0.0700
H 0.2068 -4.1871 3.3788 0.4870
```